# 1
{
  "formula": "C2H4ClN",
  "method": "ωB97M-V/def2-TZVPD",
  "symbols": ["C", "C", "N", "Cl", "H", "H", "H", "H"],
  "coordinates": [[0.36273, 0.26887, 0.07974], [1.03807, -0.80395, -0.07768], [-0.53167, 1.14313, 0.22120], [-3.18588, 0.05320, -0.60308], [0.76095, -1.64051, 0.67516], [-2.25438, 0.94269, -0.35751], [1.80740, -1.09036, -0.84724], [-0.01456, 1.86476, 0.74760]],
  "max_force_ha_per_bohr": 0.0713,
  "relative_energy_ev": 1.344,
  "orbital_gap_ev": 10.79,
  "total_energy_ha": -593.4918,
  "multiplicity": 1,
  "lumo_ev": 0.65,
  "smiles": "C=C=N.Cl",
  "total_charge": 0
}

# 2
{
  "formula": "C2H4ClN2",
  "method": "ωB97M-V/def2-TZVPD",
  "symbols": ["C", "C", "N", "N", "Cl", "H", "H", "H", "H"],
  "coordinates": [[-0.55274, 0.21028, 0.62171], [1.06525, 0.20437, -0.59302], [-2.23138, -1.23794, -0.30677], [-1.46920, -0.57863, 0.14696], [2.16144, -0.94437, 0.00053], [-0.14241, -0.08380, 1.58451], [-0.81591, 1.26595, 0.55836], [1.37967, 1.22985, -0.47464], [0.60528, -0.06571, -1.53763]],
  "max_force_ha_per_bohr": 0.1112,
  "relative_energy_ev": 1.830,
  "orbital_gap_ev": 9.48,
  "total_energy_ha": -647.9367,
  "multiplicity": 1,
  "lumo_ev": -6.15,
  "total_charge": 1
}